{
  "formula": "C26H46As3NO3PPd",
  "method": "ωB97M-V with the def2-TZVPD basis set",
  "symbols": ["Pd", "C", "As", "C", "C", "C", "C", "C", "As", "C", "C", "C", "As", "C", "C", "H", "H", "H", "H", "H", "H", "H", "H", "H", "H", "H", "H", "H", "H", "H", "H", "H", "H", "H", "H", "H", "H", "H", "H", "H", "H", "H", "C", "O", "P", "O", "C", "O", "C", "H", "H", "H", "H", "H", "H", "H", "H", "H", "C", "C", "C", "C", "C", "C", "N", "C", "C", "C", "C", "C", "C", "H", "H", "H", "H", "H", "H", "H", "H", "H", "H"],
  "coordinates": [[-0.21, -0.08, 1.49], [-1.91, 3.07, 1.08], [-0.80, 1.88, 0.01], [-1.99, 1.51, -1.48], [0.39, 3.28, -0.70], [1.59, 2.98, -1.64], [1.70, 4.20, -2.57], [2.93, 2.93, -0.86], [3.62, 1.59, 0.42], [2.43, 1.80, 1.98], [2.93, -0.13, -0.23], [1.37, 1.74, -2.51], [2.85, 1.28, -3.75], [2.11, -0.48, -4.18], [2.20, 2.19, -5.36], [-2.26, 3.91, 0.47], [-1.33, 3.45, 1.92], [-2.77, 2.53, 1.47], [-2.04, 2.36, -2.15], [-2.98, 1.30, -1.09], [-1.63, 0.64, -2.03], [0.74, 3.84, 0.17], [-0.32, 3.92, -1.23], [1.78, 5.12, -1.99], [0.81, 4.28, -3.21], [2.58, 4.13, -3.21], [3.01, 3.86, -0.29], [3.74, 2.98, -1.59], [2.87, 2.51, 2.68], [2.36, 0.84, 2.50], [1.42, 2.14, 1.73], [3.28, -0.31, -1.25], [1.84, -0.22, -0.21], [3.36, -0.91, 0.40], [0.47, 1.87, -3.11], [1.23, 0.85, -1.89], [2.19, -1.13, -3.32], [2.68, -0.92, -5.00], [1.06, -0.40, -4.47], [2.48, 3.24, -5.35], [1.12, 2.10, -5.45], [2.67, 1.72, -6.23], [-0.36, -0.38, 6.10], [-0.52, -0.11, 4.69], [0.11, -1.05, 3.58], [-0.40, -2.54, 3.87], [-1.73, -2.94, 3.50], [1.61, -1.22, 4.12], [2.50, -2.13, 3.46], [-1.03, 0.30, 6.61], [0.67, -0.18, 6.39], [-0.61, -1.41, 6.32], [-2.19, -3.42, 4.36], [-1.67, -3.64, 2.67], [-2.34, -2.08, 3.20], [2.16, -3.16, 3.62], [3.48, -1.99, 3.90], [2.54, -1.92, 2.40], [-5.56, -1.59, 1.00], [-4.95, -2.64, 0.32], [-3.59, -2.63, 0.09], [-2.79, -1.56, 0.56], [-3.42, -0.53, 1.29], [-4.79, -0.54, 1.50], [-1.43, -1.52, 0.44], [-0.78, -2.27, -0.56], [0.43, -2.89, -0.24], [1.09, -3.65, -1.18], [0.57, -3.79, -2.46], [-0.62, -3.15, -2.80], [-1.29, -2.38, -1.86], [-6.63, -1.60, 1.17], [-5.55, -3.47, -0.04], [-3.13, -3.47, -0.41], [-2.81, 0.26, 1.70], [-5.26, 0.26, 2.05], [0.82, -2.79, 0.77], [2.02, -4.15, -0.92], [1.09, -4.38, -3.20], [-1.01, -3.23, -3.80], [-2.21, -1.88, -2.13]],
  "charge": 1,
  "homo_energy_ha": [-0.3606, -0.3607],
  "e_tot_ev": -230619.163,
  "max_force_ev_per_a": 1.7,
  "homo_lumo_gap_ha": [0.1660, 0.1661]
}